No. 1
The following is a quantum chemistry calculation of a cluster of 3 separate species, C32H72FNOP in total, from OMol25.

XYZ file:
```
108
Properties=species:S:1:pos:R:3:forces:R:3:mulliken_charge:R:1
C 4.9535 1.0352 1.5406 0.04 0.01 -0.11 -1.140
C 4.2617 1.6911 2.7419 0.03 0.02 0.07 -0.368
C 3.2386 2.7580 2.3569 -0.12 -0.04 -0.07 -0.252
C 2.2819 3.1044 3.5007 0.01 0.02 0.05 -1.055
C 1.1575 2.0739 3.7059 0.10 -0.06 -0.16 0.092
C -0.1441 2.3936 2.9481 -0.02 0.06 -0.04 -0.525
C -0.3100 1.6017 1.6545 0.10 0.02 -0.05 1.445
C -1.6207 1.8508 0.9137 0.07 0.14 0.05 -1.573
C -1.6948 1.0456 -0.3849 0.02 -0.11 0.11 0.148
C -0.8754 1.6474 -1.5407 0.05 0.03 0.02 -1.212
C 0.3351 0.8000 -1.9327 -0.03 -0.19 0.17 -0.079
C -0.1012 -0.5981 -2.4167 0.01 0.11 -0.05 -0.935
P 1.0710 -1.9592 -2.3328 0.05 0.08 0.01 0.479
N 0.5459 -3.0834 -3.4505 0.53 0.35 -0.19 -0.515
C 0.9549 -2.7747 -0.7389 -0.04 -0.10 0.04 -1.244
C 1.0665 -1.8437 0.4950 -0.07 -0.01 -0.05 1.005
C 2.1320 -2.2762 1.5033 0.12 -0.05 0.07 -0.940
C 1.6002 -3.2782 2.5252 0.02 -0.08 -0.01 -0.872
C 0.6388 -2.6387 3.5422 0.06 0.04 -0.05 -0.252
O 1.2438 -2.3848 4.7880 -0.04 0.06 0.01 -0.387
C 1.4924 -3.5406 5.5704 -0.06 -0.01 0.02 -0.802
C 2.8255 -1.4623 -2.7362 -0.06 0.22 -0.11 0.473
C 3.8278 -1.6423 -1.6239 0.05 0.02 -0.01 -1.253
F 2.8273 -0.1381 -3.1770 -0.07 -0.38 0.10 -0.315
H 5.9806 1.3801 1.4159 -0.04 0.02 -0.02 0.450
H 4.4246 1.2716 0.6112 0.01 -0.05 0.02 0.229
H 4.9924 -0.0517 1.6366 0.02 0.00 0.01 0.225
H 3.7739 0.9292 3.3564 -0.04 -0.01 -0.05 0.263
H 5.0118 2.1563 3.3866 -0.05 -0.07 0.06 0.374
H 3.7567 3.6590 2.0185 0.03 -0.02 -0.02 0.400
H 2.6595 2.3987 1.4958 -0.01 0.05 0.03 -0.176
H 2.8625 3.2012 4.4228 0.02 0.02 -0.04 0.395
H 1.8396 4.0869 3.3154 -0.02 -0.01 0.07 0.439
H 0.9463 1.9530 4.7690 -0.02 0.10 -0.01 0.493
H 1.5230 1.0947 3.3670 -0.04 -0.01 0.13 -0.400
H -1.0080 2.2012 3.5916 0.02 -0.03 -0.05 0.106
H -0.1709 3.4635 2.7121 -0.08 -0.04 0.06 0.436
H 0.5282 1.8371 0.9836 0.00 -0.05 0.04 -0.364
H -0.2324 0.5294 1.8861 -0.01 0.05 -0.02 -0.523
H -1.7085 2.9185 0.6839 -0.08 -0.03 0.05 0.385
H -2.4613 1.5997 1.5666 0.02 -0.02 -0.02 0.448
H -1.2979 0.0485 -0.1455 -0.17 0.01 -0.02 -0.264
H -2.7330 0.8948 -0.6860 0.02 0.07 0.00 0.358
H -1.5012 1.8219 -2.4198 0.00 -0.04 0.02 0.461
H -0.4932 2.6272 -1.2413 -0.05 0.00 -0.04 0.505
H 0.9226 1.2906 -2.7020 0.03 0.01 -0.07 0.521
H 0.9745 0.7127 -1.0510 0.07 0.01 -0.08 -0.124
H -0.4891 -0.5546 -3.4397 0.08 -0.02 0.02 0.731
H -0.9203 -0.9671 -1.7902 -0.05 -0.01 -0.11 0.226
H 0.4974 -2.6602 -4.3781 -0.28 -0.15 -0.03 -0.031
H 1.1783 -3.8778 -3.5267 -0.25 -0.16 0.09 0.404
H 1.6905 -3.5852 -0.6984 -0.04 0.05 -0.04 0.809
H -0.0293 -3.2496 -0.7998 0.05 -0.06 0.07 0.477
H 1.2407 -0.8102 0.1967 0.03 -0.01 -0.03 -0.608
H 0.0930 -1.8466 0.9898 0.01 0.14 -0.04 0.431
H 2.9894 -2.7042 0.9753 0.00 0.06 0.02 0.497
H 2.5053 -1.3955 2.0324 -0.01 0.00 0.03 -0.011
H 2.4427 -3.7007 3.0766 -0.06 -0.04 -0.01 0.549
H 1.1185 -4.1174 2.0103 0.00 0.04 0.00 0.266
H -0.2622 -3.2519 3.6734 0.06 -0.02 0.05 0.378
H 0.3166 -1.6538 3.1862 -0.05 -0.08 0.00 -0.079
H 2.5143 -3.9088 5.4381 -0.04 0.00 -0.04 0.279
H 0.7910 -4.3452 5.3225 0.02 0.03 0.04 0.367
H 1.3519 -3.2668 6.6159 0.06 -0.01 -0.05 0.270
H 3.0845 -2.0869 -3.6006 0.04 0.09 0.06 0.417
H 3.8709 -2.6865 -1.3076 -0.01 0.05 -0.01 0.345
H 4.8133 -1.3673 -1.9997 -0.02 0.02 0.02 0.512
H 3.5931 -1.0159 -0.7643 0.00 0.01 0.02 0.100
C -1.7066 5.7547 4.9156 0.01 -0.02 -0.01 -0.987
C -2.7646 5.5276 5.9891 0.00 -0.02 -0.02 -0.491
C -3.1572 4.0581 6.1411 0.01 -0.01 0.00 -0.792
C -3.7419 3.4171 4.8801 0.00 -0.01 0.00 0.304
C -4.9700 4.1261 4.3106 -0.01 0.01 0.00 -0.533
C -6.1481 4.1739 5.2771 0.01 0.00 -0.01 -1.270
H -2.0704 5.4568 3.9302 0.01 0.01 -0.01 0.182
H -1.4128 6.8028 4.8533 -0.01 0.00 0.02 0.445
H -0.8097 5.1672 5.1307 0.01 0.00 -0.02 0.194
H -3.6488 6.1299 5.7637 -0.01 -0.01 0.01 0.244
H -2.3913 5.8897 6.9499 0.00 0.01 0.00 0.379
H -3.8688 3.9615 6.9647 -0.01 -0.01 -0.01 0.362
H -2.2725 3.4862 6.4411 0.00 0.01 0.01 0.379
H -4.0069 2.3796 5.1102 -0.01 0.00 0.00 0.450
H -2.9708 3.3668 4.1051 -0.01 0.01 0.01 -0.483
H -5.2755 3.6123 3.3949 -0.01 0.00 0.00 0.400
H -4.7040 5.1434 4.0092 0.01 0.00 -0.01 0.258
H -6.4429 3.1670 5.5812 0.00 0.00 0.01 0.298
H -7.0149 4.6514 4.8195 0.00 -0.01 0.00 0.394
H -5.9057 4.7348 6.1808 0.00 0.00 0.00 0.283
C -2.6164 -4.1470 -9.8983 0.02 0.00 0.00 -1.201
C -1.1038 -4.2607 -9.7436 -0.01 0.01 0.00 -0.366
C -0.6673 -4.7927 -8.3790 0.00 -0.01 0.00 -0.778
C -1.0991 -3.9306 -7.1908 0.01 0.00 0.00 -0.491
C -0.6290 -2.4778 -7.2530 0.02 -0.02 0.04 -0.338
C 0.8887 -2.3278 -7.2866 -0.04 0.07 0.09 -1.264
H -3.0465 -3.4390 -9.1876 0.00 0.00 0.00 0.281
H -2.8841 -3.8064 -10.8984 0.00 -0.01 0.00 0.384
H -3.0974 -5.1138 -9.7358 -0.01 0.00 0.01 0.296
H -0.6427 -3.2863 -9.9308 0.01 0.00 0.00 0.214
H -0.7110 -4.9277 -10.5140 0.00 0.00 -0.01 0.394
H 0.4197 -4.9124 -8.3727 0.00 0.00 0.01 0.314
H -1.0793 -5.7966 -8.2414 0.00 0.00 -0.01 0.385
H -0.7189 -4.3920 -6.2708 0.00 0.00 0.00 0.250
H -2.1878 -3.9458 -7.1026 0.00 -0.01 0.00 0.378
H -1.0322 -1.9435 -6.3844 0.00 0.02 -0.01 0.178
H -1.0590 -1.9812 -8.1254 -0.01 -0.01 0.00 0.433
H 1.3469 -2.8126 -6.4153 0.06 -0.03 -0.04 0.269
H 1.1859 -1.2781 -7.2844 0.01 -0.01 0.01 0.377
H 1.3280 -2.7881 -8.1710 -0.02 -0.02 0.00 0.384
```
Positions in Å, forces in eV/Å.

Calculated values
Frontier orbital gap in eV: 9.587
ΔE to the lowest compared entry with this formula, charge and spin in kJ/mol: 0.00
E_LUMO in eV: -2.4
Charge: +1
Energy in Eh: -1833.45491

---

No. 2
The following is a quantum chemistry calculation of a cluster of 12 separate species, C32H72N8O24S4 in total in a non-equilibrium geometry, from OMol25.

XYZ file:
```
140
Properties=species:S:1:pos:R:3:forces:R:3:mulliken_charge:R:1
O 7.0671 -2.1219 1.2322 -1.09 0.30 0.20 -0.590
S 5.7654 -1.5342 1.3209 -2.38 0.21 1.37 0.983
O 5.5659 -0.1711 0.8510 0.17 -2.05 0.34 -0.495
O 4.6114 -2.5272 0.7270 -0.06 0.28 -0.21 -0.252
C 3.6961 -3.1150 1.7640 1.21 0.68 0.67 0.271
C 3.7944 -2.0673 2.8678 -0.67 0.53 0.08 0.239
O 5.1326 -1.6742 2.8591 3.30 0.78 -1.31 -0.413
H 2.6727 -3.2622 1.4190 0.37 0.17 -0.48 -0.160
H 4.1848 -4.0385 2.0746 -0.29 -0.09 -0.05 0.390
H 3.6273 -2.3184 3.9152 -0.37 -0.72 -0.33 0.275
H 3.1922 -1.1816 2.6655 -0.37 -0.11 -0.27 -0.286
O 1.2180 3.5593 -3.4517 -1.00 1.48 1.30 -0.531
S 0.4729 4.5240 -2.6616 -1.29 2.00 0.08 0.898
O -0.4803 4.0743 -1.6113 3.00 1.47 -2.91 -0.228
O 1.4912 5.7626 -2.0963 -0.64 -2.48 0.63 -0.310
C 1.7193 6.8251 -3.0073 -0.86 -0.05 0.07 -0.244
C 0.6096 6.7355 -4.0569 -0.49 -0.12 -0.21 -0.414
O -0.2963 5.6626 -3.6712 1.09 -1.32 0.68 -0.389
H 1.5109 7.7463 -2.4632 0.66 -0.09 0.24 0.258
H 2.7270 6.7743 -3.4197 -0.11 0.01 0.08 0.286
H 1.0044 6.6480 -5.0691 -0.14 -0.65 0.01 0.268
H 0.0370 7.6629 -4.0426 -0.29 -0.27 0.08 0.291
O 0.7690 -0.6391 2.1915 -2.14 -0.64 -3.86 -0.247
S 0.1680 -0.9061 0.8463 1.24 -1.00 -0.07 0.577
O 0.7156 -2.0703 0.0740 -1.48 3.40 2.10 -0.051
O -1.4766 -0.9779 0.8512 2.78 -0.99 1.37 -0.451
C -2.0508 -0.0076 0.0459 -2.44 1.95 -0.49 0.587
C -1.0688 1.1257 -0.2253 -0.06 -0.81 0.25 0.395
O 0.2023 0.4542 -0.1028 1.01 -1.22 0.70 -0.567
H -2.5687 -0.4558 -0.8021 0.62 -0.17 -0.31 0.217
H -2.8442 0.4907 0.6030 -0.22 -0.33 0.24 -0.646
H -1.1300 1.9234 0.5150 0.10 -0.08 0.08 -0.192
H -1.1994 1.5577 -1.2175 0.38 -0.19 -0.02 -0.107
O -2.4794 2.5890 -3.8538 -1.51 -2.33 0.27 -0.474
S -3.2509 1.3479 -3.7504 0.89 -0.49 -2.21 0.954
O -4.0560 1.0757 -2.5794 1.32 0.20 -1.73 -0.450
O -4.1320 1.0759 -5.1312 0.18 1.43 1.54 -0.402
C -3.4881 0.2497 -6.1384 -0.14 -0.07 1.81 -0.270
C -2.1506 -0.1521 -5.5082 0.48 -0.69 -0.99 -0.358
O -2.2757 0.0384 -4.1364 -0.71 1.95 2.72 -0.063
H -4.1334 -0.6283 -6.1069 -0.03 0.13 -1.09 0.282
H -3.3808 0.8513 -7.0409 -0.27 -0.50 -0.04 0.268
H -1.3023 0.3563 -5.9664 0.07 0.26 0.38 0.246
H -1.9567 -1.2240 -5.5485 -0.03 0.05 -0.58 0.262
C 3.4052 2.3501 -0.8880 -1.29 0.30 -0.17 -1.305
N 2.3652 2.4334 0.1829 2.28 -0.06 -2.13 1.277
C 2.2144 3.4678 0.9955 -0.73 -0.36 1.35 0.915
C 2.9113 4.7993 0.8356 -0.26 -0.43 -0.06 -1.429
O 1.4862 3.2651 1.9741 -0.56 1.16 -0.01 -1.016
H 2.8849 2.5779 -1.8183 0.36 -0.07 -0.31 0.403
H 3.8504 1.3587 -0.9721 -0.10 0.01 0.38 0.214
H 4.2064 3.0804 -0.7747 -0.18 -0.14 0.39 0.465
H 1.6907 1.6857 0.2615 0.21 -0.01 0.27 -0.505
H 2.1651 5.5794 0.9863 -0.06 -0.11 -0.05 0.287
H 3.3862 4.9418 -0.1351 0.14 0.02 0.28 0.460
H 3.5897 4.8561 1.6869 0.31 0.18 -0.25 0.274
C 1.7351 -8.6182 -0.3502 0.64 -0.63 1.05 -0.882
N 2.4008 -7.4178 -0.7896 0.34 1.02 -0.57 -0.194
C 1.7910 -6.2036 -0.8662 -1.31 -0.61 0.86 0.613
C 2.5425 -4.9475 -1.1485 0.37 -0.40 0.01 -0.307
O 0.5953 -6.1421 -0.6195 -0.61 0.14 0.02 -0.657
H 1.0999 -9.1509 -1.0579 0.32 0.17 -0.33 0.266
H 1.1526 -8.5368 0.5675 -0.23 0.89 -0.17 0.239
H 2.5698 -9.2084 0.0280 -0.14 -0.74 -0.52 0.393
H 3.3510 -7.4954 -1.1230 -0.17 -0.04 0.22 0.260
H 1.9177 -4.0906 -0.8967 -0.03 -0.15 -0.16 -0.300
H 2.7639 -4.9692 -2.2156 0.47 0.36 0.04 0.286
H 3.4227 -4.9272 -0.5059 0.33 0.16 -0.45 0.327
C -1.4498 4.9802 1.8388 0.58 0.35 -1.27 -0.874
N -2.8912 4.9065 1.7105 0.86 -0.44 1.12 0.169
C -3.6419 6.0145 1.7191 1.31 0.98 -0.37 0.804
C -5.0796 5.7430 1.6505 -2.68 -0.22 -0.15 -0.961
O -3.1362 7.1377 1.7294 -0.73 -0.28 0.41 -0.681
H -1.0571 5.9513 2.1402 -0.68 0.12 0.07 0.436
H -1.1303 4.8574 0.8040 0.93 -0.25 0.08 0.165
H -0.9559 4.2596 2.4908 -0.53 -0.37 -0.09 0.207
H -3.2406 4.0629 1.2789 -0.38 -0.12 0.37 0.220
H -5.3872 5.3154 0.6962 0.33 0.16 -0.39 0.128
H -5.7346 6.5977 1.8190 0.49 0.34 -0.13 0.386
H -5.4741 4.9933 2.3365 0.59 -0.14 0.41 0.207
C 1.4675 0.2196 -2.9361 -1.11 1.37 -1.13 0.387
N 2.3504 -0.6785 -3.5871 2.43 -1.32 0.94 0.032
C 2.0514 -1.4714 -4.6402 0.83 -0.07 2.55 0.524
C 2.8697 -2.6970 -4.8453 -0.21 -0.78 -1.30 -0.912
O 1.0198 -1.3119 -5.1961 -3.23 0.53 -2.37 -0.544
H 1.3446 1.0213 -3.6643 -0.18 0.74 0.56 0.372
H 1.8262 0.5842 -1.9736 0.20 -0.24 -0.43 -0.578
H 0.4457 -0.1396 -2.8135 0.10 -0.65 0.11 -0.223
H 3.2506 -0.8270 -3.1541 -0.19 -0.10 0.05 0.276
H 2.8374 -3.3243 -3.9546 0.89 0.33 0.16 -0.059
H 3.8039 -2.5164 -5.3771 0.44 -0.10 0.82 0.416
H 2.3090 -3.2920 -5.5662 -0.15 0.12 -0.14 0.383
C -1.1722 -3.3886 -2.8715 -0.53 1.15 0.19 -0.489
N -1.3786 -3.9102 -1.5394 0.41 -0.78 0.48 0.256
C -2.4100 -3.7089 -0.6862 -0.85 0.22 1.16 0.693
C -2.1594 -4.2762 0.7926 0.57 0.40 -1.49 -0.637
O -3.4763 -3.1348 -0.9545 1.48 -0.52 0.02 -0.729
H -1.7850 -3.8105 -3.6681 -0.15 -0.32 0.23 0.381
H -0.1273 -3.4499 -3.1759 -0.01 -0.23 0.28 0.107
H -1.4120 -2.3271 -2.8085 -0.04 0.20 -0.41 -0.028
H -0.5944 -4.4120 -1.1478 -0.07 -0.23 0.06 -0.140
H -2.9768 -4.9447 1.0629 0.02 0.24 0.06 0.473
H -2.0123 -3.4643 1.5049 -0.71 0.26 -0.15 0.061
H -1.2023 -4.7903 0.8807 -0.07 -0.44 -0.37 0.101
C 0.9152 1.4551 4.8574 -1.15 0.44 0.07 -0.957
N 2.1025 1.7940 4.1587 1.50 -0.04 -0.51 0.380
C 3.3513 1.4846 4.5873 -0.06 -1.04 1.66 0.807
C 4.5225 1.5750 3.5821 -1.97 0.55 0.67 -0.468
O 3.4993 1.0311 5.7331 0.42 0.16 -1.01 -0.732
H 0.2795 2.3388 4.8014 -0.15 0.18 0.62 0.333
H 1.0765 1.1245 5.8834 0.17 0.21 -0.18 0.341
H 0.3143 0.7240 4.3166 0.26 -0.52 -0.04 0.117
H 1.9735 2.3871 3.3514 0.08 -0.22 -0.29 0.067
H 5.4614 1.3154 4.0711 -0.23 -0.02 -0.30 0.280
H 4.4850 2.5973 3.2058 0.50 0.09 -0.18 0.290
H 4.1906 0.9301 2.7684 0.68 -0.09 -0.12 -0.231
C -6.4802 2.4978 -0.7566 -0.88 -1.13 -1.20 -0.877
N -6.3863 1.9593 0.5689 0.01 0.35 1.10 -0.150
C -5.2882 2.1513 1.3259 -0.08 -0.12 -0.06 0.631
C -5.3011 1.8279 2.7868 -0.55 -0.55 0.11 -1.078
O -4.2634 2.5573 0.8105 0.85 0.52 -0.41 -0.610
H -6.8622 3.5125 -0.8684 0.28 0.21 0.58 0.274
H -7.2527 1.8607 -1.1872 0.03 0.14 -0.63 0.377
H -5.5760 2.3605 -1.3497 -0.01 0.07 0.35 0.190
H -7.1500 1.4057 0.9300 0.12 0.38 0.02 0.268
H -6.2584 1.4257 3.1185 0.03 -0.16 0.00 0.458
H -5.1049 2.7068 3.4010 0.24 0.05 -0.26 0.229
H -4.5125 1.0883 2.9251 -0.02 0.07 0.32 0.202
C -0.5482 -6.4369 3.7711 -0.76 -0.24 0.97 -0.946
N -0.8108 -5.0292 4.0462 1.70 0.27 -1.34 -0.082
C 0.2930 -4.2335 4.1780 0.08 -0.34 0.13 0.720
C -0.0549 -2.8756 4.7208 0.98 1.18 -0.47 -0.885
O 1.4627 -4.5906 3.9142 -2.24 0.54 0.38 -0.668
H -0.2744 -6.7384 4.7822 0.11 -1.31 -0.32 0.394
H 0.2557 -6.6872 3.0789 0.06 0.81 0.05 0.241
H -1.4353 -6.9490 3.3984 -0.10 0.10 0.32 0.334
H -1.7258 -4.6427 4.2291 0.25 -0.33 -0.06 0.233
H -0.5067 -2.2371 3.9617 -0.01 -0.15 -0.37 0.067
H 0.9147 -2.4151 4.9104 -0.19 0.24 0.41 0.190
H -0.7283 -2.7704 5.5715 0.23 -0.65 0.18 0.489
```
Positions in Å, forces in eV/Å.

Calculated values
Frontier orbital gap in eV: 8.505
ΔE to the lowest compared entry with this formula, charge and spin in kJ/mol: 0.00
E_LUMO in eV: 0.2
Structure (SMILES): O=S1(=O)OCCO1.O=S1(=O)OCCO1.O=S1(=O)OCCO1.O=S1(=O)OCCO1.CNC(C)=O.CNC(C)=O.CNC(C)=O.CNC(C)=O.CNC(C)=O.CNC(C)=O.CNC(C)=O.CNC(C)=O
Energy in Eh: -5098.97298